No. 1
{"formula": "C12H17N5O3", "method": "ωB97M-V with the def2-TZVPD basis set", "smiles": "O=C(CCCCCN1C(=O)CCC1=O)Nc1nnc[nH]1", "lumo_ev": 0.55, "homo_lumo_gap_ev": 9.80, "energy_ev": -26313.88515, "charge": 0, "homo_ev": -9.25, "relative_energy_kj_mol": 83.23, "elements": ["O", "C", "C", "C", "C", "C", "C", "N", "C", "O", "C", "C", "C", "O", "N", "C", "N", "N", "C", "N", "H", "H", "H", "H", "H", "H", "H", "H", "H", "H", "H", "H", "H", "H", "H", "H", "H"], "coordinates": [[-0.76297, 1.42547, -1.75235], [-1.75946, 1.07051, -1.11926], [-2.22408, 1.83779, 0.12017], [-1.90276, 1.15804, 1.48040], [-0.37946, 1.12806, 1.70568], [-0.06032, 0.05582, 2.74697], [1.43691, -0.15292, 2.98510], [2.19791, -0.35468, 1.74635], [2.00066, -1.36995, 0.82717], [1.34070, -2.37156, 1.00849], [2.71198, -1.14205, -0.47847], [3.26664, 0.29114, -0.34650], [2.91854, 0.62570, 1.06027], [3.18612, 1.72085, 1.53661], [-2.44117, -0.08754, -1.43419], [-2.17184, -0.99255, -2.49610], [-2.86248, -2.08102, -2.76268], [-2.39275, -2.67191, -3.92873], [-1.40355, -1.88979, -4.33296], [-1.26202, -0.84636, -3.47701], [-1.78815, 2.82615, 0.09509], [-3.31487, 1.92869, 0.06227], [-2.34281, 0.14162, 1.50092], [-2.38342, 1.75363, 2.27909], [-0.03022, 2.09547, 1.99140], [0.12176, 0.82901, 0.77077], [-0.57322, 0.35148, 3.65543], [-0.50287, -0.87860, 2.44398], [1.87016, 0.74313, 3.46688], [1.62033, -0.98845, 3.66395], [3.52745, -1.84381, -0.59754], [1.99045, -1.20897, -1.32810], [4.35694, 0.32047, -0.52321], [2.74309, 0.97960, -1.02542], [-3.22813, -0.28631, -0.78015], [-0.81302, -2.07722, -5.18913], [-0.69009, -0.03893, -3.57517]]}

---

No. 2
{"formula": "C12H17NO", "method": "ωB97M-V with the def2-TZVPD basis set", "smiles": "CCOc1ccccc1[C@H]1C[C@H]1CN", "lumo_ev": 0.89, "homo_lumo_gap_ev": 8.98, "energy_ev": -16252.42318, "charge": 0, "homo_ev": -8.09, "relative_energy_kj_mol": 575.44, "elements": ["C", "C", "O", "C", "C", "C", "C", "C", "C", "C", "C", "C", "C", "N", "H", "H", "H", "H", "H", "H", "H", "H", "H", "H", "H", "H", "H", "H", "H", "H", "H"], "coordinates": [[1.48422, 2.34348, 2.04334], [0.27684, 1.55924, 1.82293], [0.70559, 0.19389, 1.66790], [-0.26421, -0.55094, 1.23552], [-0.90916, -1.58471, 1.93812], [-2.02134, -2.29552, 1.43032], [-2.58635, -1.90908, 0.18630], [-1.95370, -0.85733, -0.56749], [-0.86577, -0.21902, -0.05908], [-0.39319, 0.77965, -1.03079], [0.95562, 1.54697, -1.23154], [0.37250, 0.62863, -2.30162], [0.92085, -0.86681, -2.40670], [1.59038, -1.47090, -1.27571], [2.16093, 2.36210, 1.25789], [1.25068, 3.37312, 2.31559], [2.09881, 1.96185, 2.94296], [-0.65133, 1.69698, 2.57456], [-0.10594, 1.93555, 0.90285], [-0.36639, -1.93318, 2.93328], [-2.69235, -3.09039, 1.99150], [-3.32853, -2.51751, -0.50562], [-2.39848, -0.72139, -1.48641], [-1.32807, 1.47742, -1.00677], [0.94864, 2.60175, -1.35863], [1.68975, 1.06453, -0.72220], [0.05543, 1.09509, -3.15525], [0.11204, -1.62047, -2.38010], [1.52163, -1.00085, -3.45574], [1.10025, -2.51455, -0.98791], [2.62064, -1.46757, -1.31151]]}

---

No. 3
{"formula": "C12H17NO", "method": "ωB97M-V with the def2-TZVPD basis set", "smiles": "NCC[C@H]1CCCc2ccc(O)cc21", "lumo_ev": 0.85, "homo_lumo_gap_ev": 9.10, "energy_ev": -16255.70418, "charge": 0, "homo_ev": -8.26, "relative_energy_kj_mol": 258.87, "elements": ["N", "C", "C", "C", "C", "C", "C", "C", "C", "C", "C", "O", "C", "C", "H", "H", "H", "H", "H", "H", "H", "H", "H", "H", "H", "H", "H", "H", "H", "H", "H"], "coordinates": [[2.60642, -1.67605, 1.32081], [1.82507, -2.15042, 0.27509], [1.66103, -1.16491, -0.89284], [0.95374, 0.11049, -0.38876], [1.25338, 1.43030, -1.03748], [0.42844, 2.57600, -0.56806], [-0.31446, 2.35970, 0.74637], [-1.10218, 1.07916, 0.49337], [-2.45371, 1.07834, 0.66498], [-3.21429, -0.06683, 0.46842], [-2.62161, -1.14959, -0.20658], [-3.41290, -2.30242, -0.39342], [-1.30445, -1.12114, -0.58784], [-0.48737, -0.09092, -0.06755], [2.16874, -0.83967, 1.88017], [2.73973, -2.45224, 2.07427], [2.44553, -2.85583, -0.19912], [0.94458, -2.60872, 0.74904], [1.09480, -1.58612, -1.76577], [2.68810, -0.79892, -1.18797], [1.34288, 0.32915, 0.64478], [1.05153, 1.30699, -2.07451], [2.32179, 1.64869, -0.87642], [1.06351, 3.33435, -0.32454], [-0.29821, 3.03490, -1.26726], [-0.99426, 3.11167, 1.08792], [0.35189, 2.27821, 1.66174], [-2.90807, 1.95990, 1.04892], [-4.26498, 0.04329, 0.59979], [-2.78653, -2.93257, -0.59750], [-0.77812, -1.88482, -1.28005]]}